[1]
Here is a cluster of 7 separate species, C18H42F6N6O6P in total from the OMol25 dataset. Energies are from the ωB97M-V functional and the def2-TZVPD basis.

Summary:
Relative energy (zero: lowest compared OMol25 entry of this formula, charge and spin) = 73.61 kcal/mol
LUMO = 0.0844 hartree
M = 583.53 g/mol
Maximum force = 4.9 eV Å⁻¹
Electronic energy = -66172.0726 eV
Charge = -1

```
79
Properties=species:S:1:pos:R:3:forces:R:3:lowdin_charge:R:1
H -3.5272 -4.6683 -4.1871 0.16 0.23 -0.83 0.08
F 0.0694 -1.9138 0.3765 0.63 -0.58 -0.55 -0.19
H -4.4799 -3.3856 -2.2617 0.31 -0.23 -0.16 0.08
C -3.4965 -2.9294 -2.1482 1.06 2.01 -0.40 -0.07
H -1.1899 3.2931 3.0247 0.47 0.40 -0.09 0.07
H -2.1967 -1.0163 -3.0804 0.59 0.12 0.19 0.13
H -0.8994 1.8175 -5.6436 0.06 0.27 -0.17 0.08
H 0.8772 -2.2301 3.6958 -0.10 -0.32 0.24 0.06
H 0.8600 0.9261 -2.6480 0.59 -0.55 -0.20 0.10
H -2.1423 2.3496 -4.5217 -0.16 0.56 -0.07 0.08
O -4.2221 -1.4152 3.6777 -0.13 0.47 0.76 -0.01
H 3.3100 0.2644 -2.6011 -0.64 0.30 -0.43 0.08
C 5.7343 -0.0855 -3.8895 -0.53 -1.34 1.12 -0.06
C 0.2933 4.1745 1.0259 0.94 -0.42 -0.47 -0.33
H -1.6876 -4.3390 -4.4802 -0.36 -0.83 -0.52 0.09
C -0.9850 0.1695 3.9571 -0.50 0.31 -0.08 -0.07
H -2.6265 3.4825 2.1153 -0.09 0.05 -0.54 0.09
C 1.9536 -4.6344 5.7372 -1.25 0.39 0.64 -0.35
H -1.1311 3.2179 -2.2902 -0.08 0.24 0.82 0.08
H 6.5570 -0.2029 -4.5948 -0.76 -0.11 -0.83 0.07
H -3.0297 1.5175 5.5137 -0.83 -0.41 0.20 0.09
H -1.1468 5.9188 -0.3141 0.25 -0.80 -0.15 0.09
C -1.1287 2.5495 -4.8693 2.09 -1.14 1.89 -0.01
N -2.6160 -2.9712 -3.3782 -3.16 -1.06 3.62 -0.18
F 0.4814 1.2930 0.0388 0.82 -1.42 -1.15 -0.18
P 0.3714 -0.3533 0.0901 0.36 -1.28 0.83 0.34
N 1.7255 -3.3396 5.3810 0.27 1.23 -1.72 -0.16
H 0.1468 4.1112 -3.0134 0.21 0.24 -0.11 0.08
H 2.7228 -1.6383 6.2885 -0.04 0.20 -0.80 0.09
C -0.0968 3.1239 -2.6209 -1.39 1.04 -0.43 -0.09
C 0.5399 1.0190 -3.6973 0.31 -0.21 -0.78 -0.31
H -2.5329 1.9805 3.9514 -0.65 0.41 -0.22 0.04
H -1.8438 6.3582 1.1396 -0.77 0.20 0.11 0.08
C -1.7196 4.0145 2.4025 -0.47 -0.08 0.79 -0.08
O -0.8198 -1.9920 -4.2974 -0.06 0.41 0.49 0.04
N 4.3764 -0.6413 -4.1687 0.76 0.50 -0.66 -0.18
F -0.9230 -0.0632 1.0339 -0.64 0.17 -0.28 -0.20
H -4.1137 1.0889 3.9786 -0.38 0.72 0.80 0.09
C 3.9692 -1.0834 -5.3870 -3.47 0.20 0.77 -0.31
C 1.6225 -3.0004 3.8937 0.43 -0.53 1.16 -0.01
H -3.6320 -1.8837 -1.8720 -0.54 0.36 -0.50 0.07
H -2.6702 5.0856 0.1666 0.10 -0.11 0.08 0.09
C -3.1510 1.2445 4.4655 1.39 -1.35 -1.38 -0.02
H -0.5105 0.4386 4.9007 0.01 -0.25 0.26 0.08
F 1.3073 -0.4075 1.4851 -0.21 0.71 -1.02 -0.22
C -1.7624 -1.9161 -3.5429 0.02 -1.32 -1.88 -0.34
H -2.9718 -3.1832 -1.2271 0.13 -1.21 -0.17 0.09
H 0.9146 -1.5737 6.3508 0.03 0.03 -0.73 0.08
H -0.8853 3.5750 -5.1472 -0.54 -0.05 -0.27 0.07
C -2.5505 -4.3595 -3.8145 1.11 1.04 -0.20 -0.07
H 1.4073 -3.9204 3.3503 -0.37 0.12 0.09 0.08
H -0.5004 -0.6923 3.4980 -0.23 0.13 0.09 0.05
F -0.5579 -0.5381 -1.2910 1.17 1.27 1.38 -0.18
H 0.5731 2.9858 -1.7722 -0.01 -0.87 -0.40 0.07
H 5.7696 0.9351 -3.5085 -0.59 0.22 -0.33 0.08
N -0.1786 2.2017 -3.7217 -0.05 -1.11 -1.89 -0.19
H 2.5505 -2.6385 3.4509 0.24 0.17 0.42 0.08
N -0.9626 4.5510 1.3290 -0.10 -0.02 -1.83 -0.19
H -0.8400 1.0255 3.2980 0.26 -0.16 -0.25 0.06
H -2.4067 -5.0714 -3.0016 0.59 0.25 0.38 0.08
C -3.0298 -1.1819 3.7637 -0.11 0.67 -1.27 -0.34
H -2.0381 4.8896 2.9691 -0.15 -0.22 0.66 0.09
C 3.4734 -0.7359 -3.0021 1.68 1.35 0.17 -0.05
H 4.8167 -1.1632 -6.0854 -0.31 -0.03 -0.40 0.12
H 0.5710 3.3284 1.6733 0.44 0.06 -0.01 0.13
H 1.8442 -2.5906 7.3400 -0.14 -0.57 -0.05 0.07
C -1.7129 5.4800 0.5075 0.64 1.22 0.43 -0.05
O 2.0225 -5.0633 6.8789 0.47 0.27 -0.49 -0.01
H -2.3413 -1.9239 3.3305 0.49 0.13 0.49 0.14
O 1.0366 4.6357 0.1603 -1.14 -0.22 0.86 0.00
C 1.7970 -2.2128 6.3186 0.17 -0.91 1.14 -0.06
N -2.4342 0.0024 4.1068 0.61 -0.70 0.66 -0.18
O 0.7971 0.2235 -4.6065 -1.03 2.14 1.66 0.00
H 6.0872 -0.6869 -3.0516 0.21 0.00 0.36 0.07
H 2.5240 -1.2472 -3.1614 0.54 -0.11 -0.16 0.09
H 1.8812 -5.2963 4.8604 0.33 -0.08 0.00 0.13
H 4.1717 -1.0620 -2.2312 -0.60 -1.12 0.41 0.08
O 2.7475 -1.3293 -5.5944 4.04 -0.10 -0.36 -0.04
F 1.7883 -0.6917 -0.8021 -2.37 1.06 1.25 -0.20
```
Positions in Å, forces in eV/Å.


[2]
Here is a structure of composition C18H42InNO14P from the OMol25 dataset. Energies are from the ωB97M-V functional and the def2-TZVPD basis.

Summary:
LUMO = 0.0761 hartree
M = 642.32 g/mol
Maximum force = 0.6 eV Å⁻¹
Electronic energy = -63963.3729 eV
Charge = -1

```
77
Properties=species:S:1:pos:R:3:forces:R:3:lowdin_charge:R:1
O 5.5659 1.7830 5.9363 0.01 -0.02 0.03 0.00
O -7.0318 -1.1374 -4.0511 -0.09 0.00 -0.18 0.11
C 2.2233 1.6742 4.9896 -0.06 0.02 -0.01 -0.03
H -1.9300 2.0384 -3.0176 0.04 -0.02 0.07 0.09
C -6.8161 2.0209 -2.7390 -0.03 0.01 0.08 -0.04
C -3.3667 -3.4324 1.2761 -0.06 0.02 -0.02 -0.04
H 6.9191 0.7753 4.7209 -0.02 -0.01 -0.01 0.10
H 2.6439 -0.8137 -0.6903 0.13 -0.13 -0.15 -0.10
H -2.1700 2.3333 -1.2784 -0.04 -0.04 -0.03 0.09
H -6.7636 1.2715 -3.5255 0.10 -0.02 -0.01 0.08
O -3.5130 -3.3129 -0.1429 0.19 -0.10 0.16 -0.03
H 7.5459 1.5328 6.2119 0.00 0.01 0.00 0.09
C 3.9131 -2.8075 1.7495 0.00 0.03 0.00 -0.11
O -5.6852 2.8953 -2.7637 -0.06 -0.01 -0.08 0.00
H -5.5840 -1.0907 -1.9319 0.04 0.01 -0.03 0.08
H -1.9975 -2.4133 -3.9140 0.00 0.00 0.00 0.09
O -4.3567 1.1316 -2.2783 -0.04 0.02 -0.01 0.11
H 7.2606 1.1933 -0.2989 0.06 0.02 -0.05 0.03
H -5.2612 -2.6362 -2.7317 -0.01 -0.05 -0.01 0.10
H 3.1983 -2.2165 1.1769 -0.04 0.05 0.01 0.05
C 5.7337 -1.5316 0.4787 -0.01 0.20 0.04 -0.28
H 6.4816 -2.1738 -0.0103 -0.04 -0.07 -0.09 0.12
H 1.8817 0.7506 5.4535 0.01 -0.01 0.00 0.09
O 4.3726 0.1405 4.9517 -0.02 -0.08 0.05 0.12
C 6.3854 0.5588 -0.4533 -0.33 0.01 0.06 -0.31
N 1.0910 1.0938 -1.1386 0.16 0.09 0.24 -0.45
C -9.6126 -1.4072 -4.5140 -0.04 0.00 0.02 -0.05
H -6.8842 1.5236 -1.7717 -0.01 -0.04 -0.01 0.10
P 2.5642 0.4501 -1.3312 -0.41 0.42 0.15 0.49
H 1.9461 3.4416 0.3928 0.12 0.01 -0.17 0.05
H 3.9758 -3.7926 1.2860 -0.01 -0.04 -0.10 0.07
C 4.4537 1.2350 5.4426 -0.02 0.09 -0.17 -0.62
H 6.5887 -0.0698 -1.3277 0.09 -0.02 -0.04 0.03
H -1.3689 -1.3346 -2.6432 0.03 0.05 0.08 0.10
H 4.8835 -1.4404 -0.2127 -0.04 0.03 0.00 0.09
H 2.7980 0.0126 -2.6718 -0.02 -0.27 0.01 -0.10
C -1.6120 -2.3617 -2.9005 0.05 0.02 -0.09 -0.02
H 3.1901 4.3844 2.3048 0.00 0.09 0.02 0.09
H 1.5167 2.4773 5.1745 0.01 0.01 0.00 0.09
H -9.4818 -0.3265 -4.5297 0.02 0.01 -0.01 0.09
H 6.0105 -2.8373 2.1736 0.09 0.03 0.08 0.10
O 3.4562 2.1068 5.5786 0.05 -0.04 0.02 0.00
C -4.5116 2.3043 -2.5131 0.06 0.03 0.10 -0.62
H -9.1786 -1.8326 -5.4171 0.02 0.01 0.00 0.10
O -9.0103 -1.9717 -3.3484 0.00 -0.04 -0.03 0.00
H 6.6057 0.0166 6.2961 -0.01 -0.01 -0.01 0.09
H -7.6813 2.6618 -2.8855 0.01 0.02 -0.01 0.09
O -7.2436 -2.3317 -2.1550 0.04 -0.09 0.11 0.02
O -3.5690 3.2336 -2.5515 -0.08 -0.01 0.02 0.00
C 5.2736 -2.1192 1.8070 -0.01 -0.29 0.08 -0.22
H -5.5907 -2.5994 -0.9852 -0.15 -0.09 -0.04 0.08
H 5.0368 2.6406 1.9758 0.07 0.02 0.03 0.03
C -7.6900 -1.7615 -3.2586 -0.03 0.11 0.05 -0.63
O 6.2888 -0.2682 0.7260 0.21 0.01 0.07 -0.27
H 5.2471 -1.3071 2.5308 -0.07 0.13 -0.01 0.10
H 4.7956 3.1289 -1.8468 0.03 -0.08 0.01 -0.10
In 4.5819 1.8791 -0.6233 0.37 0.10 -0.18 0.53
O -2.6732 -2.8566 -2.0715 -0.03 -0.03 -0.07 -0.01
O 2.5183 4.2229 0.3585 -0.19 -0.13 0.14 -0.14
H 3.5032 -2.9389 2.7500 -0.01 -0.06 0.07 0.06
H -0.7251 -2.9842 -2.7998 0.00 0.01 0.05 0.10
H -4.3373 -3.7558 1.6422 0.01 0.00 -0.01 0.09
C -2.4046 -2.8896 -0.7720 -0.09 0.12 0.03 -0.62
H 3.4068 2.0165 1.9013 0.00 -0.12 -0.05 0.02
H -3.0965 -2.4743 1.7151 0.03 0.00 0.00 0.10
H -2.6060 -4.1705 1.5224 0.03 0.01 -0.01 0.10
H 4.3311 4.7753 1.0114 0.09 0.03 0.04 0.10
O -1.3710 -2.5882 -0.2419 -0.02 -0.09 -0.01 0.14
C 6.7298 0.9646 5.7758 0.03 0.03 0.01 -0.04
C 3.5634 4.0647 1.3198 -0.13 0.06 -0.03 -0.40
C -5.8271 -2.1518 -1.9418 0.08 0.21 0.02 -0.01
C 4.1223 2.6599 1.3776 -0.11 -0.06 0.02 -0.30
H -10.6672 -1.6576 -4.4478 0.00 0.00 0.00 0.09
C -2.2346 2.7696 -2.2722 0.14 -0.05 -0.05 -0.02
H -1.6045 3.6494 -2.3284 0.03 0.00 -0.01 0.09
H 2.3481 1.5192 3.9198 0.02 0.00 0.00 0.08
H 0.5054 0.4638 -0.6000 -0.13 -0.06 -0.18 -0.10
```
Positions in Å, forces in eV/Å.


[3]
Here is a cluster of 10 separate species, C18H43BN11O21S2 in total from the OMol25 dataset. Energies are from the ωB97M-V functional and the def2-TZVPD basis.

Summary:
LUMO = 0.0453 hartree
M = 824.54 g/mol
Maximum force = 1.9 eV Å⁻¹
Electronic energy = -101074.6223 eV
Charge = -1

```
96
Properties=species:S:1:pos:R:3:forces:R:3:lowdin_charge:R:1
O -6.8519 3.4322 -3.3608 -0.01 0.03 0.00 0.04
H -0.1882 -1.4950 0.3915 0.28 0.23 -0.06 0.06
H 2.6670 -6.5064 6.9563 0.00 0.00 0.10 0.10
O -4.8036 3.9939 -3.0001 -0.05 0.07 -0.01 0.07
O 5.7975 -0.1290 -6.9978 -0.01 0.02 -0.07 0.09
O 1.6990 3.6512 -4.6084 -0.08 0.10 0.05 0.07
O 2.1154 3.0276 0.5758 0.04 0.03 0.12 0.07
N -5.6533 3.2176 -3.3743 0.04 -0.11 -0.02 -0.45
O -1.7407 1.0165 -0.3982 0.04 0.01 0.45 -0.02
H -0.3631 -0.0464 1.3401 -0.08 0.13 0.18 0.12
H -0.1679 2.0018 -3.2017 0.08 0.07 -0.08 0.07
O -6.1084 1.2144 1.8459 -0.02 -0.05 0.04 0.06
N -0.6289 -2.4752 5.9676 0.09 -0.01 0.00 -0.45
H 1.3165 -3.1049 5.5411 -0.07 -0.08 -0.02 0.10
N -5.0806 1.3444 2.4796 0.12 0.09 0.05 -0.44
H 2.8182 4.2099 -6.8786 -0.14 -0.08 0.03 0.10
H -0.3018 6.0072 3.2498 0.01 -0.01 0.12 0.10
C 1.4593 -1.3747 -3.3728 -0.14 1.00 0.34 -0.71
H 1.1831 -1.9279 6.8797 -0.04 0.02 -0.01 0.10
O -4.3216 0.4515 2.7878 -0.24 -0.10 0.08 0.06
O -3.0847 4.9189 3.0312 0.02 0.29 0.13 0.05
H 4.3780 3.5705 -6.2971 0.07 0.06 0.07 0.06
H 0.5520 -1.5734 2.9052 -0.05 0.05 0.31 0.06
H 4.2318 -6.6096 7.8204 -0.10 0.00 0.06 0.10
O -2.2545 5.5930 4.9046 -0.04 0.01 0.00 0.06
O 5.6509 2.0208 -6.9710 0.28 -0.23 -0.15 0.03
H -4.1304 1.8326 -3.8561 -0.01 0.02 0.15 0.09
C 3.6795 -6.1197 7.0242 0.08 -0.09 -0.15 0.05
C -3.0202 -0.5518 -1.5989 -0.51 1.32 -0.25 -0.15
O 4.0640 -3.8803 6.5934 -0.07 0.09 0.09 0.07
H -0.0849 2.5416 -1.5150 -0.17 0.13 -0.06 0.08
H -3.7742 2.6626 3.4392 0.02 -0.10 -0.02 0.08
H 2.0977 1.9489 -1.7441 0.63 -0.27 -0.53 0.04
N 1.9137 -2.2734 -2.5876 0.36 -0.55 0.35 0.06
S -0.0889 -3.6645 1.9601 -0.36 -0.70 0.58 0.67
S 1.9522 0.2899 -3.5108 0.75 0.23 -0.51 0.96
C 1.4305 1.1252 -1.9858 -1.30 0.39 -0.05 -0.48
H 4.1961 -6.2108 6.0761 -0.01 0.07 0.00 0.09
C 2.9242 5.1261 0.0281 -0.15 0.13 -0.02 0.05
C 3.3086 3.4714 -6.2499 -0.11 0.16 0.01 0.04
C -2.6196 -0.0254 -0.1524 -1.58 -0.90 -0.67 -0.34
C -0.0031 1.6731 -2.1774 0.00 -0.66 0.69 -0.16
B -1.0690 0.5521 -1.6478 0.38 0.01 -0.10 -0.76
H 7.1016 1.5490 -4.8847 -0.01 0.08 -0.05 0.10
O -2.1908 0.1451 -2.5219 -0.16 -0.47 0.21 -0.06
O -3.5247 -5.6164 -0.0045 -0.06 -0.03 -0.02 0.08
O -1.0347 -1.3487 6.1644 -0.03 -0.03 -0.02 0.07
C -1.7411 -7.0584 0.3253 0.17 0.13 0.10 0.04
O -1.2478 -3.3656 5.4272 -0.11 -0.02 0.03 0.05
N 2.8799 3.7247 -4.8488 0.09 -0.07 0.04 -0.45
H -0.5066 -0.5109 -1.3202 0.44 -0.05 -0.37 0.12
H -1.1913 -1.9125 3.1836 0.02 -0.28 0.20 0.05
H 0.7633 -3.5488 0.9274 -0.08 0.52 0.11 -0.15
H -0.8608 4.6731 2.1917 -0.06 -0.04 0.03 0.10
H -4.0342 -0.1668 -1.7891 -0.14 -0.22 0.08 0.09
C 0.4071 -3.1376 -3.8263 -0.08 0.33 -0.19 -0.21
H 1.9387 5.4085 0.3794 -0.02 -0.07 -0.01 0.09
N 3.0599 3.6494 0.1413 -0.04 -0.02 -0.04 -0.45
H 7.7484 0.0492 -5.6162 -0.07 -0.02 -0.03 0.09
C -0.7189 -1.0684 1.2390 -0.04 -0.80 -0.32 -0.28
C -5.2143 1.8942 -3.8991 0.36 -0.06 -0.04 0.05
O 0.4956 -1.8435 -4.1938 -0.51 -0.22 -0.57 0.04
O 4.1148 3.1722 -0.2220 0.03 0.00 0.06 0.06
H -1.1515 -7.3737 -0.5303 -0.05 -0.09 0.00 0.10
H 8.1317 1.6380 -6.3468 -0.06 0.09 0.03 0.10
H 3.0541 5.3820 -1.0199 0.08 -0.03 0.00 0.10
N 3.5833 -4.6752 7.3715 0.08 -0.12 -0.11 -0.45
H -3.1080 -1.6360 -1.7407 0.69 -0.12 0.12 0.11
C 0.7485 -2.8067 6.4187 0.21 0.17 0.06 0.03
C -0.3767 -1.9297 2.4658 0.53 0.40 -1.20 -0.53
N 1.2129 -3.4307 -2.8929 0.56 -0.65 0.94 0.04
H -5.6660 1.1281 -3.2767 -0.07 0.03 -0.02 0.10
O 3.7492 3.9810 -4.0323 -0.04 0.05 0.00 0.04
C -2.2035 -1.0824 0.8923 0.39 0.58 0.68 -0.14
O 3.0253 -4.3986 8.4139 -0.02 0.05 -0.02 0.05
N -3.1077 -6.7373 -0.1728 0.06 0.03 0.03 -0.46
H -3.5907 0.3269 0.2213 0.19 0.51 0.20 0.11
H 2.9945 2.4657 -6.5105 -0.07 0.02 0.00 0.10
H -5.5684 1.8243 -4.9237 -0.13 -0.02 0.05 0.09
C 7.3920 1.0542 -5.8072 0.09 -0.12 0.11 0.05
H 0.6735 -3.6207 7.1336 -0.03 -0.05 -0.06 0.09
H -4.6075 3.3154 2.0027 -0.07 0.01 -0.02 0.10
H -1.3115 -6.1769 0.7876 -0.12 0.13 -0.02 0.05
C -4.7093 2.7199 2.9024 -0.01 -0.08 -0.02 0.03
H 3.7031 5.5728 0.6392 0.07 -0.03 -0.08 0.09
H 1.4547 0.4191 -1.1617 0.14 -0.15 0.01 0.07
H -5.5029 3.1028 3.5371 -0.07 0.01 -0.09 0.10
H -0.2569 -3.8352 -4.2959 -0.28 0.24 -0.31 0.12
C -0.7833 5.0345 3.2114 0.05 -0.08 -0.22 0.05
N -2.1580 5.1978 3.7612 0.17 -0.02 -0.13 -0.44
H -2.7243 -0.8245 1.8206 -0.03 -0.07 -0.08 0.08
O -3.7131 -7.6424 -0.7189 0.00 -0.02 0.00 0.04
H -2.5533 -2.0848 0.6423 0.09 -0.07 -0.28 0.11
H -0.2648 4.3172 3.8404 0.01 0.06 0.05 0.10
N 6.1800 0.9685 -6.6655 0.01 -0.06 0.07 -0.43
H -1.8440 -7.8647 1.0453 -0.02 -0.07 -0.09 0.10
```
Positions in Å, forces in eV/Å.